[1]
{
  "formula": "C3H41N2O16",
  "method": "the ωB97M-V functional and the def2-TZVPD basis",
  "charge": 1,
  "homo_lumo_gap_ev": 10.64,
  "spin_multiplicity": 1,
  "species": ["C", "C", "N", "C", "N", "H", "H", "H", "H", "H", "H", "H", "H", "H", "H", "H", "O", "H", "H", "O", "H", "H", "O", "H", "H", "O", "H", "H", "O", "H", "H", "O", "H", "H", "O", "H", "H", "O", "H", "H", "O", "H", "H", "O", "H", "H", "O", "H", "H", "O", "H", "H", "O", "H", "H", "O", "H", "H", "O", "H", "H", "O"],
  "xyz": [[3.04086, 0.94537, -0.85685], [2.19919, -0.10643, -0.30348], [-0.88481, 1.63564, 0.89258], [0.25180, 0.80370, 0.88998], [0.72730, 0.28580, -0.25291], [3.21282, 1.81407, -0.13304], [4.00516, 0.46008, -1.11489], [2.58643, 1.25503, -1.80887], [2.37448, -0.97225, -1.03645], [2.25925, -0.65124, 0.59196], [-1.39186, 1.98052, 0.04233], [-1.47021, 1.32751, 1.67005], [0.71931, 0.62606, 1.83630], [0.29950, 0.42110, -1.15749], [-2.42407, 0.63447, -2.45445], [-1.66782, -0.19546, -1.16588], [-2.29853, 0.51783, -1.40627], [1.87628, -3.01183, 0.55468], [0.78162, -2.48571, -0.16517], [1.48295, -3.06354, -0.24997], [2.34617, 3.32732, 2.05338], [1.13847, 2.79996, 1.23411], [1.43835, 3.08595, 2.11570], [-2.85069, -2.53004, 1.17061], [-4.00385, -1.52535, 0.91452], [-3.50029, -2.25136, 0.53330], [-2.61382, -1.41590, -4.13182], [-1.28229, -2.09854, -4.64452], [-1.75156, -1.40536, -3.95976], [-0.66971, 1.19275, -5.10237], [0.71034, 0.69143, -5.36751], [0.20557, 1.44369, -5.29203], [2.22807, -2.81796, 2.82311], [0.92376, -2.28784, 2.69768], [1.78903, -2.23225, 2.28476], [1.71130, 3.50602, -3.04741], [1.06370, 2.43484, -4.12578], [1.49892, 2.67100, -3.32571], [-3.90724, 1.59480, 1.15733], [-3.35658, 0.38291, 0.06897], [-3.58968, 0.64354, 0.99397], [-1.15517, -2.04714, -2.34897], [-1.69267, -1.97941, -0.82558], [-0.97669, -1.68134, -1.40283], [1.35168, -2.70476, -2.90926], [2.20471, -2.73443, -4.16872], [1.37035, -2.54613, -3.87353], [0.84858, 2.80880, -1.70164], [0.21460, 3.67430, -0.38674], [0.11677, 2.93145, -1.02056], [-0.03239, 2.48593, 3.15036], [-0.45166, 1.81521, 4.52488], [-0.32628, 1.59944, 3.67087], [-0.51346, -0.74302, 4.12361], [-1.28641, -1.91858, 3.40200], [-0.28162, -1.71884, 3.93496], [-2.73540, -0.27289, 2.18502], [-3.35700, -0.98588, 3.50002], [-2.54260, -0.80025, 3.05156], [2.38319, -0.25051, 3.37412], [3.51753, -1.01456, 4.00120], [3.14741, -0.18079, 3.92863]],
  "forces_ev_per_a": [[1.61, 1.68, 0.76], [-2.30, -2.80, -2.11], [1.31, -2.20, 0.66], [-2.76, 0.97, -4.23], [1.49, 0.77, 2.16], [-0.14, -0.93, -1.19], [-0.32, 0.65, 0.26], [0.30, 0.30, 0.35], [-1.17, 1.04, 0.83], [1.38, 0.12, 1.76], [1.16, -1.19, 0.73], [0.12, 0.87, 0.08], [0.20, -0.33, 0.36], [-0.49, 0.45, 0.25], [0.81, -0.92, 3.84], [-0.18, -0.12, -1.44], [-1.05, 1.50, -2.77], [2.04, 0.03, 3.91], [-2.60, 1.80, -0.11], [0.31, -2.14, -4.40], [1.14, 0.30, -0.03], [0.44, 0.46, 0.41], [-1.41, -0.35, -0.57], [0.09, -0.07, 0.70], [0.04, -0.07, 0.21], [0.00, 0.03, -1.03], [-5.74, -0.35, -1.31], [-1.79, 2.64, 2.48], [7.61, -2.44, -1.51], [-1.65, -0.63, 0.33], [1.71, -2.88, -0.34], [-0.05, 3.33, -0.11], [2.25, -2.18, 1.86], [-1.03, 0.70, 0.41], [-1.01, 1.66, -1.91], [0.58, 3.46, -0.51], [-0.98, 0.52, -1.57], [0.74, -3.65, 2.00], [0.70, -2.28, -1.11], [-0.31, 1.29, 0.11], [-0.63, 1.12, 0.83], [0.00, 1.11, 2.11], [-0.26, -0.54, -0.21], [0.28, -1.17, -1.28], [0.25, -0.06, -0.61], [3.31, -0.86, -1.03], [-3.67, 0.92, 1.79], [-1.21, 0.59, 0.95], [0.39, -0.46, -1.17], [0.69, 0.41, -0.16], [-0.64, -2.95, 2.16], [-0.59, 1.35, 4.62], [1.28, 1.47, -6.45], [0.88, -2.06, -0.36], [4.10, 0.97, 2.32], [-4.60, 0.99, -1.88], [-0.30, -1.00, 2.03], [-0.85, 0.08, 0.17], [0.42, 0.92, -2.17], [-0.54, -0.45, -0.32], [0.97, -2.52, 0.12], [-0.34, 3.08, 0.33]]
}

=====

[2]
{
  "formula": "C30H26F5N7O4STi",
  "method": "the ωB97M-V functional and the def2-TZVPD basis",
  "homo_lumo_gap_ev": [5.80, 5.81],
  "spin_multiplicity": 1,
  "species": ["Ti", "C", "C", "N", "C", "C", "N", "C", "C", "C", "C", "C", "N", "C", "C", "N", "C", "C", "N", "C", "C", "C", "N", "C", "C", "H", "H", "H", "H", "H", "H", "H", "H", "H", "H", "H", "H", "N", "C", "C", "O", "O", "H", "H", "H", "H", "C", "O", "C", "C", "O", "C", "H", "H", "H", "H", "H", "H", "H", "H", "H", "H", "F", "C", "C", "F", "C", "F", "C", "S", "C", "F", "C", "F"],
  "xyz": [[-0.21601, 0.08051, -1.03650], [0.93860, 4.24388, -0.24705], [0.69531, 3.13910, -0.99367], [0.60608, 1.89267, -0.43636], [0.91759, 1.81772, 0.90251], [1.04911, 3.01657, 1.65301], [1.05889, 4.19835, 1.11537], [1.10463, 0.51096, 1.38536], [1.38884, 0.16168, 2.72265], [1.69928, -1.11879, 3.06382], [1.77143, -2.07729, 2.01208], [1.42596, -1.73863, 0.74222], [1.02085, -0.46614, 0.40683], [1.52985, -2.73002, -0.34749], [1.29332, -4.08747, -0.11458], [1.41737, -5.00575, -1.06009], [1.77377, -4.56922, -2.26317], [1.98989, -3.22266, -2.50700], [1.86698, -2.29851, -1.56222], [2.00402, -1.49876, 4.45563], [1.35449, -0.89020, 5.52768], [1.67934, -1.26906, 6.82034], [2.58460, -2.19838, 7.11440], [3.19897, -2.78230, 6.08942], [2.94826, -2.47590, 4.76133], [1.00803, 5.22128, -0.70554], [0.53571, 3.19715, -2.06330], [1.16296, 2.95584, 2.73037], [1.39564, 0.94265, 3.47127], [2.11235, -3.08088, 2.22119], [0.97062, -4.42943, 0.86162], [1.87971, -5.30306, -3.05266], [2.27182, -2.88450, -3.49912], [0.58423, -0.14849, 5.36091], [1.17830, -0.80521, 7.66296], [3.93784, -3.53565, 6.33986], [3.50740, -2.97921, 3.98330], [-1.74367, -1.87249, 1.33622], [-2.55573, -2.49964, 0.31251], [-1.91207, -2.49187, -1.07503], [-2.31990, -3.21144, -1.95779], [-0.89881, -1.67632, -1.21781], [-1.09262, -2.51630, 1.76547], [-2.30481, -1.44534, 2.05871], [-3.48749, -1.94045, 0.19967], [-2.84209, -3.53508, 0.51687], [-3.27051, 0.20318, -3.33811], [-1.88331, -0.05512, -3.18367], [-1.15844, 0.06211, -4.37803], [0.23721, -0.41041, -4.06643], [0.71524, 0.34547, -2.93285], [2.13217, 0.60269, -2.98048], [-3.43587, 1.19423, -3.76669], [-3.71433, 0.16075, -2.34832], [-3.71916, -0.55764, -3.98254], [-1.14959, 1.10342, -4.72667], [-1.58435, -0.56677, -5.16879], [0.90663, -0.23898, -4.90975], [0.23306, -1.46751, -3.79180], [2.67723, -0.33852, -3.02136], [2.39229, 1.12846, -2.06821], [2.34624, 1.22180, -3.85223], [-2.74555, 6.82307, -0.66437], [-2.64370, 5.49908, -0.54605], [-2.85790, 4.88560, 0.67538], [-3.17488, 5.62657, 1.73832], [-2.74103, 3.51285, 0.78636], [-2.94851, 2.97149, 1.98947], [-2.40658, 2.69670, -0.29499], [-2.27204, 0.95895, -0.06127], [-2.20323, 3.35425, -1.50270], [-1.83082, 2.66369, -2.59613], [-2.31588, 4.72451, -1.63999], [-2.07322, 5.30215, -2.82232]],
  "forces_ev_per_a": [[-0.36, 0.17, 0.07], [0.00, -0.02, -0.02], [0.08, -0.02, -0.08], [-0.20, -0.19, -0.07], [-0.02, 0.05, -0.03], [0.06, -0.12, -0.05], [0.00, 0.06, 0.07], [0.09, -0.06, -0.04], [-0.03, 0.20, 0.05], [0.02, -0.05, -0.01], [-0.02, 0.07, -0.04], [0.06, -0.06, 0.06], [-0.09, 0.11, 0.06], [0.01, -0.08, -0.04], [0.01, 0.01, -0.04], [-0.01, 0.02, 0.04], [0.01, 0.02, -0.03], [0.01, 0.01, -0.03], [0.01, -0.03, 0.03], [0.00, 0.00, 0.09], [0.02, -0.04, 0.01], [-0.02, 0.02, -0.04], [0.02, -0.02, 0.03], [0.00, 0.00, -0.03], [0.00, 0.01, 0.01], [0.00, -0.01, -0.03], [-0.02, 0.03, 0.02], [0.00, 0.05, 0.00], [0.00, -0.03, 0.01], [0.00, -0.02, -0.01], [0.00, -0.02, 0.00], [-0.01, 0.00, 0.01], [0.00, 0.00, 0.00], [0.00, 0.00, 0.00], [0.00, 0.00, 0.00], [0.00, 0.00, 0.01], [-0.01, 0.01, 0.00], [0.01, 0.06, 0.03], [-0.07, -0.03, -0.09], [0.00, -0.19, 0.01], [-0.05, 0.00, -0.02], [0.15, 0.15, -0.04], [-0.04, -0.01, 0.01], [0.00, 0.00, 0.01], [0.01, 0.03, 0.03], [0.02, -0.01, -0.02], [0.03, -0.09, -0.04], [0.00, 0.09, 0.04], [0.06, 0.00, 0.03], [-0.11, -0.01, 0.01], [0.23, 0.04, 0.08], [-0.02, -0.04, -0.02], [0.00, 0.03, -0.02], [0.00, 0.00, 0.01], [0.00, -0.01, 0.01], [-0.01, 0.01, 0.02], [-0.01, -0.02, 0.00], [0.00, 0.01, -0.01], [0.00, 0.03, -0.02], [0.00, -0.01, 0.00], [0.00, 0.01, 0.00], [0.00, 0.00, -0.01], [0.00, -0.05, 0.01], [-0.01, 0.08, 0.00], [-0.02, 0.04, 0.06], [0.01, -0.03, -0.03], [0.04, -0.05, -0.02], [0.00, 0.03, -0.02], [0.09, 0.10, 0.15], [0.12, -0.16, -0.15], [-0.02, -0.08, 0.03], [-0.01, 0.04, 0.04], [0.00, -0.02, -0.07], [-0.01, -0.01, 0.03]]
}

=====

We obtain electronic energy values of -1451.91425 -3590.09051 Ha for the records listed above, in that order.
We obtain maximum force values of 8.14 0.40 eV/A for the records listed above, in that order.